13
Properties=species:S:1:pos:R:3:forces:R:3 method="wB97M-V/def2-TZVPD" homo_ha=-0.267 gap_ev=7.6 relative_energy_kcal_mol=71.6 total_energy_ha=-286.517512 smiles="CC1=C([O-])C[NH2+]1"
C -1.8507 -0.1123 -0.1586 -0.2 0.1 -0.1
C -0.4311 0.2005 0.1112 -0.3 0.0 -0.4
C 0.4915 1.2319 0.0566 0.1 0.1 -0.1
O 0.5114 2.4528 0.0224 0.1 0.1 -0.1
C 1.6734 0.1958 0.0318 0.0 0.1 0.1
N 0.5928 -0.8703 0.1937 0.2 -0.3 -0.3
H -2.3160 -0.8481 0.5223 0.3 0.2 -0.1
H -1.9764 -0.4771 -1.1913 -0.2 0.0 0.2
H -2.4098 0.8212 -0.0612 -0.1 -0.1 -0.1
H 2.1476 0.1038 -0.9545 -0.2 -0.1 0.3
H 2.4367 0.1819 0.8168 -0.3 0.0 0.0
H 0.4916 -1.2499 1.1217 0.7 -0.7 0.2
H 0.6391 -1.6301 -0.5110 -0.2 0.5 0.4

13
Properties=species:S:1:pos:R:3:forces:R:3 method="wB97M-V/def2-TZVPD" homo_ha=-0.293 gap_ev=8.7 relative_energy_kcal_mol=106.9 total_energy_ha=-286.461345
C 0.2139 -1.4102 0.4595 -0.1 0.0 -0.1
C 1.2507 0.8344 0.3634 -0.1 0.5 0.0
C 0.7292 0.7380 -1.0108 0.1 -0.1 -0.2
N -0.1006 -0.0619 -0.0538 -0.1 -0.2 0.3
C -1.3898 0.4409 0.2022 -0.2 0.6 -0.2
O -1.8263 1.4520 -0.2848 0.2 -0.5 0.4
H -0.5888 -2.1426 0.3025 0.1 0.3 -0.2
H 0.4168 -1.2815 1.5185 0.0 -0.3 0.0
H 1.1312 -1.7387 -0.0157 0.0 0.0 0.0
H 0.7819 1.7051 0.8448 0.1 0.1 -0.2
H 0.1301 1.5353 -1.4534 0.0 -0.2 0.0
H 1.2229 0.1231 -1.7653 0.0 -0.1 0.3
H -1.9711 -0.1939 0.8930 0.1 0.0 -0.1

13
Properties=species:S:1:pos:R:3:forces:R:3 method="wB97M-V/def2-TZVPD" homo_ha=-0.354 gap_ev=10.7 relative_energy_kcal_mol=40.2 total_energy_ha=-286.567509 smiles="C/C=N/CC=O"
C 1.4900 1.5381 -0.9421 0.1 0.1 0.0
C 0.3099 0.6756 -0.6470 0.2 -0.2 0.1
N 0.3232 -0.0684 0.3781 0.1 0.1 -0.4
C -0.5990 -1.1806 0.3630 -0.2 -0.2 0.0
C -1.5800 -1.1360 1.5056 -0.4 -0.1 0.0
O -2.7686 -1.2950 1.3596 0.5 0.1 0.2
H 1.2923 2.6121 -0.9620 -0.1 -0.1 0.0
H 1.8527 1.2386 -1.9328 0.0 0.2 0.1
H 2.2547 1.3020 -0.1999 0.0 0.2 -0.1
H -0.4820 0.5966 -1.4110 0.2 -0.1 0.1
H -1.1484 -1.2903 -0.5827 0.0 0.0 0.1
H 0.0465 -2.0601 0.4954 -0.3 -0.1 0.0
H -1.1328 -0.9481 2.5021 -0.1 0.0 0.0

13
Properties=species:S:1:pos:R:3:forces:R:3 method="wB97M-V/def2-TZVPD" homo_ha=-0.306 gap_ev=9.1 relative_energy_kcal_mol=132.5 total_energy_ha=-286.420448 smiles="CCC=C=NO"
C 0.9477 0.7830 -0.0744 0.8 -0.8 -1.4
C 1.0846 -0.1325 1.1210 -0.1 -0.1 -0.2
C -0.1782 -0.9208 0.9213 -0.6 0.1 -0.1
C -0.8805 -0.4833 -0.1321 -1.9 -1.5 1.0
N -1.8751 -0.0507 -0.7470 0.5 0.7 0.7
O -1.7734 -0.0184 -2.1336 0.0 -0.8 -0.7
H 1.8639 1.1733 -0.4689 0.7 0.3 -0.1
H 0.3066 1.6653 0.1782 0.0 -1.2 -0.9
H 0.6341 -0.1791 -0.9460 0.6 3.7 1.6
H 2.0056 -0.7236 1.0405 -0.3 -0.2 0.1
H 1.1037 0.3746 2.0953 0.0 0.0 -0.3
H -0.5732 -1.6648 1.5968 0.1 -0.3 -0.2
H -2.6659 0.1770 -2.4511 0.2 0.0 0.3

13
Properties=species:S:1:pos:R:3:forces:R:3 method="wB97M-V/def2-TZVPD" homo_ha=-0.365 gap_ev=10.9 relative_energy_kcal_mol=48.9 total_energy_ha=-286.553728 smiles="C[C@H]1CN1C=O"
C 0.9123 -1.4485 0.1268 0.1 -0.1 0.0
C 0.4702 -0.0181 0.1641 0.3 -0.1 0.3
C 0.3671 0.8355 -1.0110 0.0 0.1 0.0
N -0.8644 0.1976 -0.4136 -0.1 0.0 0.1
C -1.6774 0.8640 0.5544 0.1 0.3 0.2
O -1.2747 1.4054 1.5574 -0.3 -0.1 -0.5
H 0.4453 -1.9695 0.9700 0.2 0.0 -0.1
H 1.9983 -1.5123 0.2234 0.0 -0.1 0.0
H 0.5890 -1.9393 -0.7981 0.1 0.1 0.1
H 0.5933 0.5147 1.0991 0.2 -0.2 0.0
H 0.4476 1.9159 -0.9234 0.0 -0.2 0.2
H 0.7541 0.4360 -1.9522 -0.7 0.0 0.1
H -2.7606 0.7186 0.4030 0.2 0.1 -0.3

13
Properties=species:S:1:pos:R:3:forces:R:3 method="wB97M-V/def2-TZVPD" homo_ha=-0.316 gap_ev=9.1 relative_energy_kcal_mol=146.4 total_energy_ha=-286.398349
C 0.3195 -1.3521 0.0582 0.0 2.5 -0.7
C 0.5414 -0.2500 -0.4025 -1.0 1.5 0.0
C 0.7947 1.1618 -0.8996 1.2 0.2 3.6
C 0.1746 -2.6641 0.6107 0.7 -0.6 -0.3
N -1.4136 2.4989 0.2433 0.5 0.0 -2.9
O -0.1524 2.7030 -0.4069 -0.1 -3.4 0.6
H 1.8262 1.4154 -0.4218 -1.9 0.1 -1.3
H 0.7143 1.2506 -1.9491 0.0 0.3 -0.9
H -0.3605 -3.2814 -0.1268 0.4 -0.2 0.4
H -0.3635 -2.6687 1.5550 0.0 0.0 0.0
H 1.2357 -2.9634 0.7739 -0.9 -0.6 0.0
H -1.4135 2.4043 1.2360 0.8 -0.5 0.6
H -1.9029 1.7457 -0.2705 0.3 0.7 0.9

13
Properties=species:S:1:pos:R:3:forces:R:3 method="wB97M-V/def2-TZVPD" homo_ha=-0.357 gap_ev=10.8 relative_energy_kcal_mol=25.7 total_energy_ha=-286.590650 smiles="C[C@H]1COC=N1"
C 1.1793 0.1021 1.1914 0.0 0.1 -0.1
C 0.5132 -0.1690 -0.1535 0.0 -0.1 0.2
C -0.8867 -0.7641 -0.0213 0.2 -0.5 0.0
O -1.5851 -0.2917 -1.1900 0.2 0.3 0.2
C -0.9214 0.8641 -1.4426 0.2 0.2 -0.4
N 0.2057 1.0731 -0.9037 -0.2 -0.1 -0.2
H 2.0889 0.6852 1.0307 -0.1 -0.1 0.1
H 1.4499 -0.8225 1.7183 -0.1 0.1 -0.2
H 0.5192 0.6875 1.8426 0.1 -0.1 -0.1
H 1.1923 -0.7691 -0.7795 -0.2 0.0 0.1
H -1.3232 -0.2669 0.8437 -0.4 -0.2 0.2
H -1.0078 -1.8477 0.0104 0.2 0.2 0.1
H -1.4242 1.5190 -2.1463 0.1 0.0 0.1

13
Properties=species:S:1:pos:R:3:forces:R:3 method="wB97M-V/def2-TZVPD" homo_ha=-0.353 gap_ev=10.6 relative_energy_kcal_mol=22.0 total_energy_ha=-286.596585 smiles="C[C@H]1CN=CO1"
C 1.4543 0.5710 0.1943 0.0 0.0 0.0
C 0.3134 -0.0528 -0.5900 0.2 -0.1 0.0
C -0.4448 -1.1567 0.1776 0.2 -0.2 -0.1
N -1.6735 -0.5108 0.6496 0.0 0.4 -0.2
C -1.7146 0.6024 0.0486 -0.2 -0.1 0.2
O -0.7117 0.9559 -0.7855 0.0 0.0 0.0
H 1.9138 1.3932 -0.3623 -0.1 -0.1 0.1
H 1.0768 0.9638 1.1454 0.1 -0.1 -0.1
H 2.2243 -0.1774 0.4115 -0.1 0.1 -0.1
H 0.6428 -0.3753 -1.5813 -0.1 0.1 0.1
H -0.7114 -2.0056 -0.4647 0.0 0.1 0.1
H 0.1401 -1.5456 1.0183 -0.1 0.1 -0.1
H -2.5095 1.3377 0.1384 0.1 -0.1 0.0